82
Properties=species:S:1:pos:R:3 method="wB97M-V/def2-TZVPD" charge=+1 homo_ev=-11.2
C -0.55442 7.15226 0.51065
O -0.24303 5.83004 -0.00194
C 1.19211 5.68374 -0.16862
C 1.51797 4.12496 0.17131
C 1.36930 3.16988 -1.11998
C 1.32258 1.59731 -0.73412
C 1.40793 1.17628 0.74620
C 1.32179 -0.34926 1.08981
C 1.36946 -0.77933 2.63077
C -0.06434 -0.38732 3.29643
F 2.40292 -0.07762 3.37210
C 1.16863 -1.33043 -0.11491
P 1.05564 -3.18913 0.28059
O -0.21059 -3.47675 1.42797
Br 2.96155 -3.88822 1.32805
C 1.08336 -0.81016 -1.60273
C 0.88444 -1.91865 -2.72691
C 2.19764 -2.77936 -3.06463
O 1.99455 -3.97851 -3.43028
N 3.58837 -2.30624 -2.93968
C 4.24761 -2.90317 -1.71839
C 4.35902 -2.90759 -4.10287
N 1.17721 0.60773 -1.80907
B 1.09837 1.18524 -3.21184
O 2.24050 1.23021 -4.08043
N -0.21118 1.72891 -3.72975
C -1.35628 1.29146 -2.84740
C -0.46921 1.14301 -5.10643
H -0.61107 7.85951 -0.40126
H -1.59434 7.09561 1.01189
H 0.16006 7.52699 1.32343
H 1.80090 6.39825 0.49985
H 1.50985 5.82144 -1.27478
H 0.85094 3.82898 1.05128
H 2.61095 4.05047 0.53785
H 2.27827 3.41343 -1.79410
H 0.37416 3.48354 -1.62303
H 1.48952 1.88846 1.63577
H 1.47284 -1.91411 2.77464
H -0.84740 -0.91450 2.62836
H -0.13804 -0.71248 4.38871
H -0.21429 0.74275 3.16356
H 0.27084 -3.81058 2.23409
H 0.43683 -1.55146 -3.70952
H 0.12108 -2.67629 -2.30051
H 4.30902 -2.18942 -0.83257
H 3.64331 -3.84846 -1.44902
H 5.27882 -3.29513 -2.05072
H 4.49821 -4.05013 -3.98224
H 5.43167 -2.47912 -4.13515
H 3.84951 -2.73161 -5.10729
H 2.19572 2.12107 -4.50381
H -2.31659 1.71963 -3.34859
H -1.28761 1.73499 -1.79503
H -1.45652 0.13942 -2.84204
H -1.58388 1.23026 -5.33969
H 0.08936 1.76648 -5.88878
H -0.16857 0.03073 -5.15041
F -4.08807 2.71627 -3.03064
C -4.64908 2.78911 -1.81050
C -4.88998 1.62244 -1.10183
C -5.46559 1.69787 0.16257
C -5.80321 2.93829 0.69858
C -5.56097 4.10280 -0.02477
C -4.97541 4.02882 -1.28437
H -4.62812 0.66555 -1.53897
H -5.65166 0.79176 0.72913
H -6.25633 2.99601 1.68306
H -5.82833 5.06778 0.39239
H -4.77160 4.92554 -1.85782
F 0.77035 -5.70503 3.56348
C 0.10636 -5.76318 4.73350
C 0.59390 -6.56483 5.75306
C -0.08927 -6.62085 6.96347
C -1.25800 -5.88270 7.13616
C -1.74087 -5.08490 6.10321
C -1.05213 -5.01988 4.89626
H 1.50023 -7.13840 5.59744
H 0.28759 -7.23910 7.77097
H -1.79263 -5.93059 8.07932
H -2.65341 -4.51397 6.23779
H -1.40925 -4.39685 4.08369

***

6
Properties=species:S:1:pos:R:3 method="wB97M-V/def2-TZVPD" homo_ev=-9.2
C 2.88450 -0.07004 -0.18951
N 1.72348 0.06182 -0.00456
Si -1.03402 -0.00269 0.02612
H -1.94359 0.23269 1.25877
H -0.87019 1.15645 -0.81018
H -0.76018 -1.37823 -0.28063

***

Relative energy (zero: lowest compared OMol25 entry of this formula, charge and spin) values (in kcal/mol) by entry order: 103.7; 80.9.
HOMO-LUMO gap values (in hartree) by entry order: 0.24952; 0.25230.
Largest force on an atom values (in hartree/bohr) by entry order: 0.09833; 0.05049.